CH25O12 | ωB97M-V/def2-TZVPD

molar mass: 229.199 g/mol
relative energy (zero: lowest compared OMol25 entry of this formula, charge and spin): 77.0 kJ/mol
HOMO level: -0.2344 Ha
charge: -1
LUMO level: 2.77 eV

Cartesian coordinates (Å):
C  8.22  22.99  -8.08
O  8.00  21.62  -7.84
H  8.20  23.61  -7.19
H  7.37  23.11  -8.72
H  9.06  23.16  -8.76
O  5.60  18.98  -7.14
H  5.56  19.95  -7.31
H  6.25  18.64  -7.77
O  5.01  22.08  -9.78
H  4.51  21.92  -10.63
H  5.64  21.34  -9.80
O  8.80  19.15  -6.82
H  8.53  19.98  -7.20
H  8.74  19.15  -5.90
O  5.36  24.68  -7.99
H  5.81  25.54  -8.07
H  5.91  23.98  -8.27
O  11.13  20.98  -8.38
H  10.84  20.47  -9.13
H  10.27  21.32  -8.06
O  7.83  22.51  -11.37
H  8.11  23.14  -10.70
H  7.71  21.73  -10.84
O  7.16  20.26  -10.08
H  7.17  19.26  -10.04
H  7.58  20.67  -9.28
O  5.49  21.76  -7.10
H  6.39  21.89  -7.44
H  5.07  21.84  -7.94
O  11.09  22.90  -6.22
H  10.74  23.10  -7.10
H  10.38  22.34  -5.88
O  8.65  21.86  -5.32
H  7.87  22.37  -5.17
H  8.47  21.66  -6.27
O  6.30  23.63  -5.11
H  5.58  23.62  -4.44
H  5.88  23.56  -5.93